# 1
DFT (ωB97M-V/def2-TZVPD) results for C51H39N2O2OsTe as an isolated structure.

Output
Energy relative to the best compared isomer or geometry (same formula, charge and spin) (kJ/mol): 0.0
Multiplicity: 1
F_max (eV Å⁻¹): 0.5
Frontier orbital gap (Ha): 0.21928
Total charge: +1

CARTESIAN COORDINATES (ANGSTROEM)
Os: 0.517 -0.557 -1.716
C: -1.282 3.084 3.973
C: -0.722 2.132 2.951
C: -0.532 0.785 3.233
C: 0.063 -0.084 2.330
C: 0.107 -1.538 2.680
O: -0.875 -2.054 3.179
C: 1.313 -2.357 2.364
C: 2.587 -1.798 2.352
C: 3.692 -2.596 2.103
C: 3.525 -3.949 1.836
C: 2.255 -4.510 1.849
C: 1.152 -3.719 2.130
C: 0.443 0.373 1.054
O: 1.039 -0.444 0.216
C: 0.153 1.714 0.708
C: -0.385 2.567 1.681
C: 0.355 2.223 -0.648
N: 0.498 1.487 -1.707
C: 0.598 2.150 -3.021
C: -0.796 2.352 -3.637
Te: -1.101 1.434 -5.553
C: -0.985 -0.442 -4.596
C: -2.100 -1.226 -4.393
C: -2.003 -2.459 -3.728
C: -0.795 -2.895 -3.244
C: 0.357 -2.093 -3.416
C: 0.273 -0.859 -4.102
C: 0.359 3.713 -0.788
C: 1.528 4.421 -0.529
C: 1.539 5.803 -0.633
C: 0.380 6.485 -0.976
C: -0.793 5.782 -1.209
C: -0.806 4.397 -1.117
H: -1.552 2.558 4.888
H: -2.176 3.586 3.600
H: -0.554 3.855 4.234
H: -0.846 0.384 4.191
H: 2.706 -0.739 2.545
H: 4.687 -2.170 2.121
H: 4.388 -4.571 1.635
H: 2.128 -5.568 1.656
H: 0.158 -4.143 2.184
H: -0.567 3.603 1.426
H: 1.232 1.527 -3.641
H: 1.103 3.110 -2.917
H: -1.029 3.410 -3.743
H: -1.554 1.903 -2.997
H: -3.063 -0.896 -4.759
H: -2.890 -3.064 -3.600
H: -0.707 -3.857 -2.757
H: 1.336 -2.532 -3.235
H: 1.174 -0.385 -4.466
H: 2.427 3.887 -0.246
H: 2.452 6.350 -0.439
H: 0.388 7.564 -1.052
H: -1.703 6.313 -1.460
H: -1.725 3.849 -1.279
N: 2.625 -0.536 -1.981
C: 3.767 -0.594 -1.879
C: 5.181 -0.684 -1.699
C: 5.718 -0.320 -0.463
C: 7.083 -0.420 -0.268
C: 7.900 -0.872 -1.297
C: 7.360 -1.228 -2.526
C: 5.996 -1.136 -2.736
H: 5.063 0.029 0.325
H: 7.513 -0.143 0.685
H: 8.968 -0.946 -1.140
H: 8.004 -1.577 -3.321
H: 5.562 -1.411 -3.688
C: -1.278 -0.639 -1.094
C: -2.242 -0.701 -0.299
C: -3.134 -1.002 0.665
C: -3.652 0.077 1.512
C: -3.893 -0.155 2.869
C: -4.313 0.886 3.682
C: -4.512 2.151 3.148
C: -4.264 2.390 1.801
C: -3.821 1.362 0.989
C: -3.539 -2.394 0.887
C: -4.803 -2.691 1.401
C: -5.191 -4.010 1.570
C: -4.317 -5.038 1.250
C: -3.054 -4.750 0.743
C: -2.671 -3.437 0.551
H: -3.704 -1.134 3.287
H: -4.486 0.706 4.735
H: -4.856 2.957 3.784
H: -4.421 3.378 1.387
H: -3.622 1.532 -0.062
H: -5.486 -1.889 1.645
H: -6.177 -4.236 1.954
H: -4.618 -6.067 1.395
H: -2.370 -5.554 0.504
H: -1.688 -3.197 0.165

Atoms 1-2, force components in eV/Å:
Os -0.4 0.0 0.1
C 0.0 0.0 0.0


# 2
DFT (ωB97M-V/def2-TZVPD) results for C51H41CoN5P4Se3 as an isolated structure at a distorted geometry.

Output
Energy relative to the best compared isomer or geometry (same formula, charge and spin) (kJ/mol): 159.7
Multiplicity: 5
F_max (eV Å⁻¹): 2.9
Frontier orbital gap (spin up / spin down) (Ha): 0.23145 / 0.11318
Total charge: +1

CARTESIAN COORDINATES (ANGSTROEM)
Co: 0.022 2.018 -1.352
Se: 0.515 -2.805 3.652
P: -0.147 -3.096 1.655
C: 0.927 -4.304 0.823
C: 0.547 -5.606 0.531
C: 1.470 -6.472 -0.028
C: 2.759 -6.039 -0.292
C: 3.141 -4.740 0.013
C: 2.229 -3.871 0.582
C: -1.882 -3.631 1.640
C: -2.227 -4.827 2.265
C: -3.552 -5.223 2.303
C: -4.534 -4.412 1.751
C: -4.199 -3.188 1.194
C: -2.873 -2.795 1.142
C: 0.021 -1.573 0.721
C: -0.396 -0.956 -0.470
N: 0.183 0.266 -0.444
N: 0.910 0.374 0.644
N: 0.818 -0.699 1.356
P: -1.132 -1.424 -2.052
Se: -0.691 0.093 -3.497
C: -0.463 -3.055 -2.511
C: 0.501 -3.128 -3.510
C: 0.953 -4.359 -3.946
C: 0.433 -5.518 -3.398
C: -0.526 -5.447 -2.402
C: -0.970 -4.220 -1.944
C: -2.937 -1.574 -1.940
C: -3.628 -0.568 -1.272
C: -5.010 -0.563 -1.275
C: -5.702 -1.538 -1.976
C: -5.011 -2.514 -2.675
C: -3.627 -2.537 -2.662
H: -0.457 -5.944 0.741
H: 1.184 -7.489 -0.257
H: 3.472 -6.720 -0.732
H: 4.152 -4.412 -0.186
H: 2.518 -2.865 0.865
H: -1.460 -5.421 2.745
H: -3.824 -6.159 2.769
H: -5.565 -4.727 1.774
H: -4.970 -2.538 0.803
H: -2.603 -1.830 0.737
H: 0.879 -2.216 -3.950
H: 1.692 -4.413 -4.730
H: 0.767 -6.480 -3.752
H: -0.943 -6.353 -1.993
H: -1.713 -4.169 -1.160
H: -3.076 0.210 -0.760
H: -5.553 0.204 -0.745
H: -6.782 -1.530 -1.994
H: -5.547 -3.256 -3.246
H: -3.089 -3.294 -3.215
N: 1.286 3.451 0.746
P: -0.401 3.307 0.669
C: -0.790 4.889 1.483
C: -0.209 6.043 0.964
C: -0.361 7.248 1.620
C: -1.097 7.313 2.792
C: -1.724 6.177 3.275
C: -1.578 4.964 2.625
C: -0.965 2.089 1.906
C: -0.220 1.659 2.996
C: -0.705 0.634 3.790
C: -1.924 0.043 3.499
C: -2.687 0.493 2.433
C: -2.208 1.517 1.638
P: 2.144 2.546 -0.414
C: 3.625 2.134 0.574
C: 3.990 0.817 0.813
C: 5.055 0.541 1.654
C: 5.761 1.571 2.253
C: 5.405 2.886 1.997
C: 4.345 3.176 1.157
C: 2.747 3.811 -1.595
C: 3.059 3.297 -2.854
C: 3.420 4.138 -3.889
C: 3.455 5.508 -3.671
C: 3.156 6.024 -2.419
C: 2.791 5.182 -1.382
H: 1.739 3.719 1.617
H: 0.372 5.979 0.055
H: 0.093 8.142 1.224
H: -1.193 8.248 3.322
H: -2.323 6.235 4.171
H: -2.052 4.077 3.022
H: 0.745 2.097 3.205
H: -0.124 0.279 4.629
H: -2.275 -0.780 4.103
H: -3.649 0.046 2.221
H: -2.786 1.892 0.799
H: 3.433 0.015 0.351
H: 5.329 -0.482 1.858
H: 6.582 1.353 2.920
H: 5.954 3.691 2.462
H: 4.081 4.207 0.952
H: 2.999 2.224 -3.007
H: 3.650 3.732 -4.863
H: 3.709 6.176 -4.479
H: 3.203 7.091 -2.253
H: 2.532 5.598 -0.418
Se: 0.047 5.132 -4.765
C: -0.149 3.986 -3.507
N: -0.288 3.224 -2.617

Atoms 1-2, force components in eV/Å:
Co -0.5 -2.0 -0.3
Se 0.6 0.3 1.1


# 3
DFT (ωB97M-V/def2-TZVPD) results for C51H42Cl2F10MoN4O2PS4 as an isolated structure at a distorted geometry.

Output
Energy relative to the best compared isomer or geometry (same formula, charge and spin) (kJ/mol): 194.3
Multiplicity: 1
F_max (eV Å⁻¹): 2.6
Frontier orbital gap (spin up / spin down) (Ha): 0.21992 / 0.22028
Total charge: -1

CARTESIAN COORDINATES (ANGSTROEM)
Mo: 0.142 -0.414 0.302
C: -1.930 1.875 1.092
N: -0.491 1.551 1.137
C: -0.098 1.421 2.544
C: -0.647 0.112 3.127
N: -1.106 -0.818 2.089
C: -1.974 -1.771 2.494
C: -2.127 -2.988 1.777
F: -1.388 -3.189 0.678
C: -2.961 -4.027 2.116
F: -2.970 -5.129 1.350
C: -3.778 -3.953 3.226
F: -4.634 -4.939 3.538
C: -3.692 -2.798 3.970
F: -4.485 -2.649 5.043
C: -2.843 -1.762 3.628
F: -2.959 -0.690 4.453
C: 0.268 2.645 0.505
C: -0.321 3.016 -0.857
N: -0.740 1.872 -1.637
C: -1.569 2.111 -2.647
C: -2.471 3.205 -2.833
F: -2.529 4.223 -1.934
C: -3.364 3.306 -3.881
F: -4.184 4.368 -3.936
C: -3.457 2.333 -4.857
F: -4.365 2.412 -5.850
C: -2.559 1.283 -4.777
F: -2.562 0.334 -5.733
C: -1.647 1.209 -3.753
F: -0.724 0.238 -3.839
H: -2.102 2.894 1.458
H: -2.480 1.176 1.718
H: -2.291 1.786 0.070
H: -0.474 2.279 3.117
H: 0.988 1.426 2.592
H: -1.425 0.357 3.838
H: 0.162 -0.382 3.684
H: 1.303 2.314 0.426
H: 0.220 3.540 1.141
H: 0.444 3.579 -1.413
H: -1.145 3.709 -0.671
O: -1.846 -0.845 -0.876
S: -2.879 -1.442 -1.784
C: -2.374 -3.160 -2.268
C: -0.958 -3.026 -2.802
C: -0.026 -4.230 -2.657
C: 1.413 -3.726 -2.699
S: 1.940 -2.959 -1.095
O: 0.680 -2.420 -0.474
C: 2.194 -4.559 -0.299
C: 3.420 -5.190 -0.454
C: 3.619 -6.432 0.129
C: 2.604 -7.027 0.867
C: 1.387 -6.380 1.026
C: 1.179 -5.140 0.440
C: -4.283 -1.842 -0.717
C: -5.124 -2.924 -0.938
C: -6.188 -3.149 -0.078
C: -6.426 -2.289 0.983
C: -5.621 -1.171 1.160
C: -4.552 -0.948 0.310
H: -3.089 -3.449 -3.040
H: -2.449 -3.822 -1.408
H: -0.493 -2.233 -2.233
H: -0.984 -2.720 -3.848
H: -0.183 -4.950 -3.464
H: -0.206 -4.753 -1.714
H: 1.537 -2.948 -3.456
H: 2.141 -4.519 -2.875
H: 4.207 -4.704 -1.020
H: 4.570 -6.936 0.010
H: 2.764 -7.995 1.326
H: 0.597 -6.834 1.610
H: 0.243 -4.617 0.558
H: -4.959 -3.596 -1.769
H: -6.822 -4.013 -0.231
H: -7.232 -2.493 1.676
H: -5.821 -0.481 1.970
H: -3.912 -0.084 0.433
S: 5.081 -1.285 -1.202
P: 3.893 0.054 -2.033
S: 1.931 0.374 -1.564
C: 3.839 -0.240 -3.862
C: 2.733 0.119 -4.628
C: 2.719 -0.120 -5.995
C: 3.818 -0.701 -6.611
C: 4.930 -1.045 -5.856
C: 4.938 -0.822 -4.487
C: 4.715 1.705 -2.095
C: 3.984 2.885 -2.034
C: 4.629 4.110 -2.121
C: 6.005 4.162 -2.293
C: 6.736 2.984 -2.364
C: 6.094 1.759 -2.262
H: 1.882 0.575 -4.143
H: 1.844 0.142 -6.578
H: 3.808 -0.890 -7.678
H: 5.792 -1.495 -6.333
H: 5.791 -1.111 -3.885
H: 2.909 2.828 -1.911
H: 4.059 5.028 -2.046
H: 6.509 5.117 -2.375
H: 7.812 3.021 -2.490
H: 6.658 0.835 -2.299
Cl: 1.139 -2.995 2.954
C: 2.664 -2.208 2.722
C: 3.803 -2.765 3.257
C: 5.011 -2.090 3.164
C: 5.041 -0.832 2.584
C: 3.898 -0.289 2.043
Cl: 3.961 1.307 1.387
C: 2.659 -0.977 1.996
N: 1.565 -0.523 1.373
H: 3.744 -3.722 3.759
H: 5.916 -2.521 3.570
H: 5.963 -0.269 2.545

Atoms 1-2, force components in eV/Å:
Mo 1.7 -0.3 2.0
C -0.4 -0.2 0.0


# 4
DFT (ωB97M-V/def2-TZVPD) results for C51H42F5N4SSb2SeY as an isolated structure at a distorted geometry.

Output
Energy relative to the best compared isomer or geometry (same formula, charge and spin) (kJ/mol): 593.7
Multiplicity: 1
F_max (eV Å⁻¹): 1.8
Frontier orbital gap (spin up / spin down) (Ha): 0.20400 / 0.19672

CARTESIAN COORDINATES (ANGSTROEM)
Y: -1.902 0.240 -0.695
C: 1.360 -0.594 0.965
C: 2.459 0.288 0.415
C: 2.168 0.752 -1.005
Sb: 2.847 -0.752 -2.438
C: 3.595 0.684 -3.873
C: 4.599 1.574 -3.518
C: 5.182 2.398 -4.467
C: 4.748 2.355 -5.782
C: 3.751 1.464 -6.145
C: 3.196 0.620 -5.199
C: 1.040 -1.049 -3.588
C: 0.096 -0.057 -3.794
C: -1.000 -0.278 -4.617
C: -1.164 -1.501 -5.243
C: -0.227 -2.501 -5.037
C: 0.866 -2.274 -4.218
Sb: 0.934 -2.269 -0.341
C: 2.803 -3.282 0.057
C: 3.566 -3.036 1.191
C: 4.767 -3.695 1.390
C: 5.199 -4.635 0.471
C: 4.433 -4.911 -0.649
C: 3.251 -4.225 -0.858
C: -0.166 -3.551 0.978
C: 0.472 -4.514 1.743
C: -0.260 -5.420 2.491
C: -1.643 -5.357 2.500
C: -2.290 -4.406 1.728
C: -1.551 -3.524 0.955
H: 0.439 -0.013 1.052
H: 1.607 -0.962 1.960
H: 3.415 -0.248 0.440
H: 2.561 1.153 1.078
H: 2.710 1.672 -1.222
H: 1.094 0.952 -1.118
H: 4.935 1.611 -2.488
H: 5.990 3.060 -4.186
H: 5.191 3.008 -6.522
H: 3.415 1.407 -7.170
H: 2.448 -0.102 -5.497
H: 0.235 0.922 -3.353
H: -1.711 0.518 -4.793
H: -2.010 -1.670 -5.895
H: -0.345 -3.456 -5.527
H: 1.613 -3.050 -4.090
H: 3.220 -2.340 1.944
H: 5.364 -3.475 2.266
H: 6.131 -5.152 0.628
H: 4.757 -5.659 -1.357
H: 2.646 -4.437 -1.730
H: 1.554 -4.570 1.754
H: 0.260 -6.177 3.062
H: -2.217 -6.040 3.108
H: -3.368 -4.338 1.716
H: -2.068 -2.806 0.316
N: -2.786 4.924 -2.388
C: -1.851 4.815 -3.386
C: -1.719 5.431 -4.621
C: -0.586 5.134 -5.353
C: 0.382 4.248 -4.873
C: 0.245 3.610 -3.658
C: -0.904 3.875 -2.911
N: -1.305 3.408 -1.680
C: -2.402 4.073 -1.386
C: -3.119 3.960 -0.135
C: -4.044 4.841 0.369
S: -4.574 4.336 1.919
C: -3.517 2.971 1.789
N: -2.848 2.912 0.694
H: -3.598 5.519 -2.392
H: -2.456 6.127 -4.992
H: -0.427 5.614 -6.307
H: 1.263 4.064 -5.471
H: 1.019 2.955 -3.287
H: -4.416 5.750 -0.060
H: -3.425 2.243 2.573
F: -7.141 0.693 6.567
C: -6.183 0.320 5.702
C: -6.510 -0.439 4.574
F: -7.791 -0.783 4.362
C: -5.515 -0.801 3.691
F: -5.793 -1.507 2.574
C: -4.177 -0.431 3.875
Se: -2.933 -1.101 2.588
C: -3.872 0.305 5.024
F: -2.601 0.666 5.262
C: -4.857 0.688 5.920
F: -4.545 1.417 7.003
C: -0.744 -2.369 4.330
C: -0.040 -1.050 4.268
C: 1.112 -0.882 5.019
C: 1.837 0.294 5.006
C: 1.392 1.334 4.211
C: 0.256 1.208 3.438
C: -0.194 2.386 2.621
C: -0.489 0.003 3.439
N: -1.532 -0.021 2.552
H: -0.176 -3.078 4.928
H: -0.871 -2.790 3.333
H: -1.737 -2.272 4.775
H: 1.460 -1.705 5.630
H: 2.727 0.400 5.610
H: 1.939 2.265 4.194
H: 0.618 3.103 2.511
H: -1.016 2.891 3.132
H: -0.552 2.095 1.624

Atoms 1-2, force components in eV/Å:
Y -0.2 0.6 1.3
C 0.1 -0.2 0.0


The following molar mass values (in g mol⁻¹) correspond, in order, to the records above: 1029.71 1143.63 1258.99 1249.37.
The following energy values (in eV) correspond, in order, to the records above: -70348.021 -331819.073 -170329.436 -163409.530.